[1]
A 10-piece molecular cluster, C30H60O14 overall. Source: the Open Molecules 2025 dataset; level of theory: ωB97M-V/def2-TZVPD.

Computed properties:
Multiplicity: 2
E_LUMO (alpha / beta) in Eh: -0.1829 / -0.3184
HOMO energy (alpha / beta) in eV: -11.2 / -11.2
Charge: +1

Each line ends with the Löwdin spin population.
CARTESIAN COORDINATES (ANGSTROEM)
C 8.440 -1.554 -2.405  0.000
O 7.028 -1.546 -2.285  0.000
C 6.448 -0.771 -1.409  0.000
O 6.896 0.209 -0.809  0.000
O 5.139 -1.023 -1.576  0.000
C 4.093 -0.299 -0.954  0.000
H 8.911 -2.080 -1.574  0.000
H 8.822 -0.538 -2.503  0.000
H 8.679 -2.103 -3.316  0.000
H 4.056 -0.443 0.126  0.000
H 3.165 -0.560 -1.463  0.000
H 4.173 0.743 -1.264  0.000
C 4.496 -4.992 -1.697  0.000
O 3.152 -4.666 -1.624  0.000
C 2.662 -3.703 -2.376  0.000
O 3.272 -3.105 -3.223  0.000
O 1.378 -3.492 -1.992  0.000
C 0.565 -2.490 -2.615  0.000
H 4.730 -5.207 -2.739  0.000
H 4.482 -5.931 -1.144  0.000
H 5.172 -4.263 -1.249  0.000
H -0.106 -2.920 -3.358  0.000
H 1.115 -1.605 -2.934  0.000
H -0.091 -2.133 -1.820  0.000
C 3.950 -3.107 1.871  0.000
C 2.501 -2.914 2.318  0.000
O 2.127 -3.327 3.398  0.001
C 1.629 -2.126 1.416  0.000
H 4.254 -4.118 1.599  0.000
H 4.661 -2.754 2.618  0.000
H 4.120 -2.619 0.911  0.000
H 1.496 -2.578 0.433  0.000
H 2.006 -1.130 1.184  0.000
H 0.629 -2.201 1.841  0.000
C -2.919 -4.671 1.508  0.000
C -1.559 -4.378 0.932  0.000
O -1.441 -3.673 -0.046  0.000
C -0.335 -5.173 1.463  0.000
H -2.823 -5.545 2.153  0.000
H -3.710 -4.896 0.793  0.000
H -3.146 -3.844 2.181  0.000
H -0.456 -5.069 2.542  0.000
H 0.613 -4.765 1.115  0.000
H -0.382 -6.211 1.133  0.000
C -3.420 4.049 0.278  0.000
C -4.205 4.163 -1.032  0.000
O -5.221 3.558 -1.223  0.000
C -3.661 5.106 -2.064  0.000
H -2.715 4.873 0.380  0.000
H -2.816 3.143 0.240  0.000
H -4.049 3.954 1.163  0.000
H -2.744 4.681 -2.471  0.000
H -3.229 6.036 -1.695  0.000
H -4.417 5.294 -2.826  0.000
C 1.792 5.761 -0.015  0.000
C 0.820 4.769 0.709  0.000
O -0.309 4.679 0.339  0.000
C 1.446 3.933 1.837  0.000
H 2.503 5.157 -0.579  0.000
H 2.266 6.516 0.611  0.000
H 1.128 6.122 -0.800  0.000
H 2.004 3.080 1.451  0.000
H 0.546 3.592 2.349  0.000
H 2.006 4.518 2.566  0.000
C -4.043 0.208 1.744  0.000
C -4.400 0.544 3.158  0.000
O -3.576 1.017 3.925  0.001
C -5.833 0.165 3.575  0.000
H -3.544 -0.760 1.776  0.000
H -3.434 0.952 1.229  0.000
H -4.836 -0.078 1.053  0.000
H -6.487 0.559 2.797  0.000
H -6.058 0.539 4.574  0.000
H -5.899 -0.923 3.553  0.000
C -3.277 1.919 -5.261  0.000
C -3.810 1.077 -4.079  0.000
O -3.732 1.439 -2.923  0.000
C -4.637 -0.154 -4.397  0.000
H -3.683 1.640 -6.233  0.000
H -2.193 1.979 -5.356  0.000
H -3.512 2.948 -4.988  0.000
H -5.591 0.050 -4.881  0.000
H -4.745 -0.644 -3.429  0.000
H -4.016 -0.752 -5.065  0.000
C -0.378 2.144 -1.980  0.000
C 0.001 1.027 -0.999  0.000
O 1.167 0.764 -0.924  0.000
C -1.021 0.175 -0.277  0.000
H -0.128 1.790 -2.980  0.000
H 0.157 3.017 -1.607  0.000
H -1.450 2.334 -2.030  0.000
H -1.150 0.589 0.723  0.000
H -0.737 -0.874 -0.198  0.000
H -2.030 0.337 -0.656  0.000
C -0.644 2.554 5.005  0.083
C 0.175 1.249 4.998  0.096
O 1.051 1.040 5.843  0.727
C -0.114 0.203 3.948  0.078
H -0.723 2.941 3.989  0.006
H -0.138 3.334 5.572  -0.001
H -1.612 2.431 5.490  0.003
H 0.295 -0.794 4.113  -0.002
H 0.150 0.607 2.970  0.003
H -1.178 -0.009 3.848  0.004

[2]
A 10-piece molecular cluster, C30H60O30 overall. Source: the Open Molecules 2025 dataset; level of theory: ωB97M-V/def2-TZVPD.

Computed properties:
Structure (SMILES): COC(=O)OC.COC(=O)OC.COC(=O)OC.COC(=O)OC.COC(=O)OC.COC(=O)OC.COC(=O)OC.COC(=O)OC.COC(=O)OC.COC(=O)OC
E_LUMO in Eh: 0.0039
HOMO energy in eV: -10.5

Each line ends with the Mulliken charge.
CARTESIAN COORDINATES (ANGSTROEM)
C -1.593 -4.127 -0.093  -0.714
O -2.580 -3.723 -1.015  -0.275
C -3.897 -4.042 -0.812  0.758
O -4.304 -4.531 0.247  -0.565
O -4.583 -3.571 -1.837  -0.278
C -6.036 -3.498 -1.634  -0.664
H -1.533 -3.659 0.890  0.281
H -0.721 -4.083 -0.745  0.273
H -1.717 -5.206 0.003  0.336
H -6.482 -4.339 -1.104  0.295
H -6.632 -3.247 -2.511  0.255
H -6.117 -2.587 -1.041  0.297
C 2.058 0.945 -1.529  -0.607
O 0.744 1.413 -1.295  -0.296
C 0.204 1.220 -0.096  0.809
O 0.741 0.699 0.893  -0.587
O -0.986 1.770 -0.156  -0.283
C -1.935 1.571 0.818  -0.607
H 2.137 -0.127 -1.346  0.297
H 2.767 1.446 -0.871  0.282
H 2.203 1.145 -2.591  0.207
H -2.113 0.515 1.023  0.272
H -2.853 2.076 0.519  0.222
H -1.617 2.065 1.736  0.293
C -7.056 -0.670 -9.138  -0.696
O -6.104 0.183 -8.507  -0.296
C -6.222 0.546 -7.191  0.805
O -7.179 0.241 -6.416  -0.607
O -5.141 1.291 -6.893  -0.287
C -4.887 1.617 -5.562  -0.638
H -6.719 -1.184 -10.038  0.248
H -7.713 0.125 -9.491  0.305
H -7.706 -1.211 -8.449  0.332
H -5.206 2.644 -5.385  0.265
H -3.809 1.498 -5.457  0.230
H -5.402 1.038 -4.796  0.339
C -7.048 7.381 -0.457  -0.614
O -5.747 7.078 0.100  -0.285
C -4.728 7.953 0.005  0.730
O -4.620 8.817 -0.839  -0.545
O -3.847 7.566 0.926  -0.270
C -2.710 8.330 1.207  -0.664
H -7.764 6.616 -0.156  0.224
H -7.066 7.358 -1.547  0.280
H -7.338 8.356 -0.067  0.293
H -2.850 9.409 1.146  0.307
H -1.894 8.074 0.532  0.297
H -2.284 8.031 2.165  0.246
C 3.116 -1.249 -10.782  -0.606
O 1.945 -1.371 -10.054  -0.299
C 1.889 -1.567 -8.725  0.750
O 2.844 -1.366 -7.958  -0.568
O 0.595 -1.904 -8.417  -0.276
C 0.260 -2.095 -6.980  -0.627
H 2.919 -1.388 -11.845  0.218
H 3.873 -2.000 -10.555  0.298
H 3.438 -0.239 -10.529  0.279
H 0.112 -1.088 -6.589  0.280
H 0.956 -2.605 -6.314  0.298
H -0.675 -2.642 -6.865  0.255
C 9.067 -2.273 -3.462  -0.606
O 8.537 -3.318 -2.676  -0.287
C 9.045 -4.580 -2.838  0.757
O 9.884 -4.907 -3.713  -0.578
O 8.347 -5.468 -2.064  -0.278
C 8.592 -6.883 -2.219  -0.613
H 10.131 -2.455 -3.615  0.324
H 8.921 -1.376 -2.860  0.214
H 8.487 -2.188 -4.381  0.259
H 8.531 -7.192 -3.263  0.288
H 7.950 -7.441 -1.538  0.229
H 9.621 -7.115 -1.942  0.292
C -10.597 0.458 3.532  -0.650
O -9.585 1.414 3.850  -0.298
C -8.808 1.174 4.902  0.783
O -8.513 0.096 5.380  -0.559
O -8.439 2.341 5.333  -0.288
C -7.390 2.416 6.260  -0.633
H -10.134 -0.175 2.775  0.266
H -11.465 0.940 3.080  0.235
H -10.876 -0.205 4.351  0.330
H -7.652 1.994 7.231  0.283
H -7.036 3.425 6.470  0.237
H -6.536 1.865 5.866  0.294
C 8.860 -7.510 4.827  -0.612
O 8.217 -6.331 4.423  -0.250
C 7.264 -5.671 5.212  0.676
O 6.925 -5.913 6.347  -0.531
O 6.867 -4.578 4.498  -0.259
C 6.049 -3.626 5.012  -0.630
H 9.408 -7.420 5.765  0.292
H 9.649 -7.769 4.122  0.228
H 8.091 -8.276 4.932  0.284
H 5.147 -4.057 5.447  0.291
H 5.952 -2.875 4.227  0.209
H 6.580 -3.155 5.839  0.303
C 0.649 -4.044 11.354  -0.625
O 0.803 -3.220 10.198  -0.255
C 0.667 -1.881 10.182  0.714
O 0.867 -1.053 11.086  -0.568
O 0.329 -1.452 8.887  -0.314
C 0.601 -0.141 8.258  -0.576
H 1.268 -3.744 12.199  0.310
H 0.985 -5.037 11.056  0.236
H -0.363 -4.095 11.756  0.290
H -0.074 -0.059 7.405  0.222
H 1.589 -0.188 7.800  0.266
H 0.534 0.709 8.937  0.300
C 4.999 7.753 -2.337  -0.631
O 4.263 7.300 -1.223  -0.305
C 4.784 6.629 -0.236  0.845
O 5.873 6.051 -0.367  -0.613
O 4.012 6.578 0.831  -0.309
C 4.407 5.994 2.100  -0.653
H 5.371 6.859 -2.839  0.296
H 5.956 8.188 -2.048  0.302
H 4.370 8.345 -3.001  0.220
H 5.489 5.870 2.143  0.324
H 4.054 4.976 2.263  0.268
H 4.091 6.599 2.950  0.256